{
  "formula": "C6H7N",
  "method": "ωB97M-V/def2-TZVPD",
  "total_charge": 0,
  "lumo_energy_ev": 0.841,
  "homo_lumo_gap_ev": 10.0,
  "multiplicity": 1,
  "smiles": "[H]/N=C1/C[C@]1(C)C#C",
  "total_energy_ha": -287.41757,
  "symbols": ["H", "N", "C", "C", "C", "C", "C", "C", "H", "H", "H", "H", "H", "H"],
  "coordinates": [[-1.84704, 1.50077, -1.60402], [-2.11096, 1.34517, -0.59669], [-1.31055, 0.63424, 0.05388], [-0.81201, 0.21635, 1.32236], [0.00890, -0.06324, 0.07842], [0.07728, -1.48788, -0.51118], [1.42297, 0.47949, 0.01333], [2.42417, 1.16316, -0.01293], [-0.30977, 0.94850, 1.86145], [-1.26966, -0.68778, 1.79193], [-0.88490, -2.03610, -0.76447], [0.79482, -2.19219, 0.02440], [0.48248, -1.48216, -1.44777], [3.33426, 1.66167, -0.20870]],
  "forces_ev_per_a": [[-0.1, -0.5, 1.3], [-0.2, 0.0, -0.7], [1.0, 1.8, -1.7], [-1.2, -2.8, 0.4], [2.4, -2.0, -1.1], [-1.2, -1.7, 1.9], [-1.6, 1.5, 0.1], [-1.0, -1.2, -0.3], [0.2, 1.2, 1.5], [0.5, 1.0, 0.0], [0.7, 0.8, 1.1], [-1.2, 1.0, -0.1], [1.4, 0.7, -2.7], [0.3, 0.2, 0.2]]
}

---

{
  "formula": "C6H7N",
  "method": "ωB97M-V/def2-TZVPD",
  "total_charge": 0,
  "lumo_energy_ev": 0.848,
  "homo_lumo_gap_ev": 10.0,
  "multiplicity": 1,
  "total_energy_ha": -287.50105,
  "symbols": ["N", "C", "C", "C", "C", "C", "C", "H", "H", "H", "H", "H", "H", "H"],
  "coordinates": [[0.20208, 2.08468, -1.46894], [-0.41044, 2.87875, -2.07779], [-0.05461, 0.34207, 1.15649], [1.13884, -0.14873, 0.76946], [0.92036, -1.26986, -0.16058], [-0.40069, -1.45132, -0.32547], [-1.15159, -0.44512, 0.49894], [-0.22901, 1.17395, 1.83015], [0.64361, 1.40803, -0.86467], [2.11280, 0.21094, 1.08796], [1.71352, -1.84461, -0.62680], [-0.87960, -2.20090, -0.94561], [-1.80478, 0.18995, -0.11673], [-1.80047, -0.92783, 1.24359]],
  "forces_ev_per_a": [[-0.6, 0.8, -0.6], [0.6, -0.8, 0.6], [0.1, -0.1, 0.0], [-0.1, 0.0, 0.1], [-0.1, 0.0, 0.0], [0.1, 0.0, 0.0], [0.0, 0.0, 0.0], [0.1, -0.1, -0.1], [-0.1, 0.1, 0.0], [-0.2, -0.1, 0.0], [-0.1, 0.1, 0.1], [0.1, 0.1, 0.1], [0.1, -0.1, 0.1], [0.1, 0.1, -0.1]]
}

---

{
  "formula": "C6H7N",
  "method": "ωB97M-V/def2-TZVPD",
  "total_charge": 0,
  "lumo_energy_ev": [-0.398, -0.312],
  "homo_lumo_gap_ev": [7.7, 7.4],
  "multiplicity": 1,
  "total_energy_ha": -287.39853,
  "symbols": ["C", "C", "C", "C", "C", "C", "N", "H", "H", "H", "H", "H", "H", "H"],
  "coordinates": [[-0.24713, 0.55287, -0.88417], [0.79744, 0.34863, -0.08731], [-1.52439, 0.11402, -0.33380], [-1.10286, -1.05970, 0.58116], [0.43323, -0.83356, 0.54916], [2.13679, 1.06681, -0.26783], [-2.64794, 0.50196, -0.73671], [-1.33526, -1.00480, 1.59744], [-1.27243, -2.01635, 0.13737], [1.13321, -1.66272, 0.77799], [1.91817, 2.05058, 0.00779], [2.45965, 1.04394, -1.30925], [2.80770, 0.69581, 0.38156], [-3.55617, 0.20251, -0.41340]],
  "forces_ev_per_a": [[-2.3, 1.3, -2.3], [2.4, -0.6, 1.2], [-0.3, -1.9, 0.5], [2.4, 1.2, -1.1], [0.1, 0.0, -0.1], [-3.1, -0.9, -1.8], [-0.1, 1.4, -0.9], [-1.2, -0.2, 1.6], [-0.7, -0.6, -0.2], [-0.4, 0.6, -0.1], [-0.1, 1.8, 0.3], [0.0, -0.1, 0.2], [2.7, -1.3, 2.1], [0.4, -0.7, 0.7]]
}

---

{
  "formula": "C6H7N",
  "method": "ωB97M-V/def2-TZVPD",
  "total_charge": 0,
  "lumo_energy_ev": 0.103,
  "homo_lumo_gap_ev": 8.3,
  "multiplicity": 1,
  "total_energy_ha": -287.29708,
  "symbols": ["C", "C", "C", "C", "C", "N", "C", "H", "H", "H", "H", "H", "H", "H"],
  "coordinates": [[-0.87429, -1.91465, 0.08681], [-0.38919, -1.04881, -1.01614], [-0.39065, 1.23475, 0.51379], [0.37159, 1.30344, -0.79236], [0.96158, 1.66310, 0.54415], [0.68002, 0.25156, 0.88347], [0.71782, -0.16852, -0.59022], [-0.79287, -2.92017, -0.34817], [-1.95570, -1.79558, 0.24356], [-0.35785, -1.86425, 1.05372], [-1.33759, 1.46700, 0.96569], [0.20004, 1.91871, -1.67205], [1.48358, 2.43081, 1.08635], [1.68353, -0.55738, -0.95859]],
  "forces_ev_per_a": [[0.1, 0.0, -0.1], [0.3, -0.3, 0.1], [-0.3, 0.4, 0.3], [-0.1, 0.1, -0.3], [0.1, 0.3, 0.1], [0.0, -0.2, 0.2], [-0.1, -0.2, -0.2], [-0.1, -0.1, 0.1], [0.1, 0.0, -0.2], [-0.1, 0.1, -0.2], [0.1, 0.1, 0.0], [-0.1, -0.1, 0.1], [0.2, -0.1, -0.2], [-0.1, 0.1, 0.1]]
}

---

{
  "formula": "C6H7N",
  "method": "ωB97M-V/def2-TZVPD",
  "total_charge": 0,
  "lumo_energy_ev": [1.002, -0.870],
  "homo_lumo_gap_ev": [6.9, 8.8],
  "multiplicity": 3,
  "total_energy_ha": -287.26497,
  "symbols": ["C", "C", "C", "C", "C", "C", "N", "H", "H", "H", "H", "H", "H", "H"],
  "coordinates": [[-0.36990, -2.25547, -0.82200], [-1.27471, 1.00101, -0.03753], [-0.38310, 0.99939, -1.11455], [0.02994, -1.17648, 0.03619], [0.19957, 0.20528, 0.11558], [1.31873, 0.70107, 0.99500], [0.61229, -2.57499, -0.05389], [-0.88688, -2.46197, -1.65294], [-1.24744, 1.85087, 0.76502], [-2.25514, 0.52305, 0.02095], [-0.72817, 0.53397, -2.04230], [1.99283, -0.10930, 1.35926], [1.09663, 1.21876, 1.98569], [1.89536, 1.54481, 0.44552]],
  "forces_ev_per_a": [[2.6, 4.4, 4.4], [0.6, 1.7, 4.5], [0.8, -1.0, -0.5], [-2.2, -4.8, -1.7], [-1.7, 2.1, -1.4], [1.4, 2.6, 0.9], [0.7, -0.3, 0.1], [-1.9, -1.6, -2.8], [0.0, -1.2, -1.7], [0.5, -0.3, -0.3], [0.8, 0.2, 0.0], [-0.4, 0.4, -1.0], [-0.6, -0.7, -1.2], [-0.6, -1.7, 0.8]]
}

---

{
  "formula": "C6H7N",
  "method": "ωB97M-V/def2-TZVPD",
  "total_charge": 0,
  "lumo_energy_ev": [1.122, -1.704],
  "homo_lumo_gap_ev": [6.5, 6.7],
  "multiplicity": 3,
  "total_energy_ha": -287.26515,
  "symbols": ["C", "C", "C", "C", "C", "C", "N", "H", "H", "H", "H", "H", "H", "H"],
  "coordinates": [[-0.05640, 1.62281, 0.46138], [0.79486, 1.13104, -1.94773], [0.72856, 1.43618, -0.66143], [-0.07232, 0.31243, 0.78549], [1.04987, -0.33316, -1.59391], [-0.49827, -0.67669, 1.77910], [1.09949, 0.12478, -0.22198], [-0.75651, 2.48957, 0.58514], [0.68955, 1.78588, -2.87367], [0.09370, -0.81149, -1.73137], [1.77958, -0.90831, -2.20927], [0.32553, -1.26407, 1.96730], [-1.25847, -1.26415, 1.38263], [-0.79902, -0.16521, 2.63331]],
  "forces_ev_per_a": [[-2.7, 6.3, -1.7], [0.3, 0.2, -8.2], [0.2, 0.7, 7.8], [2.2, -3.7, -1.3], [-2.2, 0.1, -2.6], [0.4, 1.8, -1.4], [1.5, -0.6, 2.9], [0.7, -1.1, 0.5], [0.5, -1.3, 1.3], [-0.4, -0.8, -0.4], [0.2, 0.3, 1.2], [1.8, -1.6, 0.7], [-1.6, -1.2, -0.5], [-0.8, 0.7, 1.7]]
}

---

{
  "formula": "C6H7N3",
  "method": "ωB97M-V/def2-TZVPD",
  "total_charge": 0,
  "lumo_energy_ev": 0.762,
  "homo_lumo_gap_ev": 9.9,
  "multiplicity": 1,
  "smiles": "[H]/N=C(/N)C(N)(C#C)C#C",
  "total_energy_ha": -396.84763,
  "symbols": ["H", "N", "C", "N", "C", "N", "C", "C", "C", "C", "H", "H", "H", "H", "H", "H"],
  "coordinates": [[2.21168, 0.68739, -0.34933], [1.53168, 1.45645, -0.54694], [0.34886, 1.20696, -0.31836], [-0.68652, 2.16524, -0.14414], [0.00433, -0.25128, 0.20146], [-0.52804, -0.06155, 1.51884], [1.16075, -1.28238, 0.11051], [2.21365, -1.78130, -0.12062], [-1.27198, -0.89773, -0.48844], [-2.45127, -1.53947, -0.61722], [-0.59914, 3.13132, -0.47946], [-1.73215, 1.83418, -0.19904], [-1.45176, 0.43641, 1.48758], [0.01757, 0.71819, 2.17256], [2.90993, -2.57401, -0.30352], [-3.60196, -1.88326, -0.72706]],
  "forces_ev_per_a": [[-1.2, 0.7, -0.7], [2.7, 1.3, -0.3], [-1.6, -1.5, 0.7], [-2.3, -1.2, -0.6], [-2.1, -1.0, -1.2], [0.2, 2.8, 4.5], [-2.8, 3.5, 0.2], [1.0, -2.0, -0.2], [-7.3, -4.1, -0.5], [5.5, 4.1, 0.7], [0.5, -1.0, 0.1], [3.1, 0.6, -0.1], [1.1, -1.1, -0.4], [-1.0, -2.7, -2.5], [0.3, 0.5, 0.0], [3.7, 1.0, 0.1]]
}

---

{
  "formula": "C6H7N3",
  "method": "ωB97M-V/def2-TZVPD",
  "total_charge": 0,
  "lumo_energy_ev": 0.649,
  "homo_lumo_gap_ev": 8.4,
  "multiplicity": 1,
  "total_energy_ha": -397.03685,
  "symbols": ["C", "C", "C", "C", "C", "C", "H", "H", "H", "H", "H", "H", "H", "N", "N", "N"],
  "coordinates": [[-1.20714, 0.65874, 0.39364], [-1.48080, -0.72414, 0.83764], [-0.64718, -1.76360, 0.61772], [0.91956, -0.35182, -0.30295], [1.19546, 1.53674, -0.85418], [0.14415, 0.72743, -0.14126], [-2.91104, 1.36607, 0.81900], [-2.44067, -0.92030, 1.28985], [-0.89598, -2.81133, 0.85720], [1.13931, -2.41346, -0.23031], [2.90857, 0.20813, -0.66198], [0.93519, 1.96670, -1.83528], [1.78473, 2.23572, -0.24768], [-2.01599, 1.66543, 0.43749], [0.61837, -1.61459, 0.06579], [1.95347, 0.23428, -1.04468]],
  "forces_ev_per_a": [[0.3, 0.6, -0.2], [0.1, -0.2, -0.3], [0.0, -0.6, 0.2], [0.1, -0.1, 0.1], [0.4, 0.5, -0.4], [-0.7, 0.1, 0.4], [0.0, 0.0, 0.1], [-0.1, -0.1, 0.0], [0.0, 0.8, 0.0], [0.2, -0.2, -0.1], [-0.7, 0.0, -0.1], [0.0, 0.0, 0.5], [-0.3, 0.0, -0.2], [0.4, -0.6, 0.0], [-0.4, -0.1, 0.1], [0.7, -0.1, -0.1]]
}

---

{
  "formula": "C6H7N3O2",
  "method": "ωB97M-V/def2-TZVPD",
  "total_charge": 0,
  "lumo_energy_ev": [-1.996, -2.105],
  "homo_lumo_gap_ev": [7.7, 8.1],
  "multiplicity": 1,
  "total_energy_ha": -547.45402,
  "symbols": ["C", "C", "C", "C", "C", "C", "N", "N", "N", "O", "O", "H", "H", "H", "H", "H", "H", "H"],
  "coordinates": [[-0.45472, -0.27783, 1.41777], [-1.34031, -1.22775, -0.86846], [1.50634, 1.89576, 0.34883], [1.10296, -0.35758, -0.50637], [-0.26138, -0.63466, 0.05783], [-2.30003, -2.07364, -0.07847], [-0.72084, -0.14812, 2.53766], [1.07077, 1.06462, -0.65507], [1.97855, 3.07513, -0.13238], [-1.20757, -1.09839, -2.05892], [1.37511, 1.65360, 1.55694], [1.94008, -0.79616, -0.01900], [1.20867, -0.94816, -1.37796], [-2.10735, -3.11354, -0.00229], [-3.27723, -2.21187, -0.61547], [-2.32263, -1.70506, 0.95326], [1.83876, 3.13633, -1.09460], [1.97083, 3.76733, 0.53670]],
  "forces_ev_per_a": [[-0.8, -0.7, -0.2], [1.5, -0.3, 1.2], [-0.1, 0.0, 2.2], [-0.1, -0.3, 0.3], [0.5, 0.8, 0.2], [-1.9, 0.6, -0.8], [0.0, 0.0, -0.3], [-0.5, -0.9, -1.3], [0.0, -2.9, 0.2], [-0.5, -0.2, 0.3], [0.4, 0.1, -1.4], [0.6, 0.2, 1.8], [-0.5, 0.4, -2.0], [1.4, -1.0, -0.1], [0.5, 1.1, 0.7], [-0.7, 0.0, -0.4], [-0.1, 1.1, -1.5], [0.2, 2.1, 1.0]]
}

---

{
  "formula": "C6H7N3O3",
  "method": "ωB97M-V/def2-TZVPD",
  "total_charge": 0,
  "lumo_energy_ev": [-0.347, -0.424],
  "homo_lumo_gap_ev": [8.4, 8.3],
  "multiplicity": 1,
  "smiles": "[O-][N+]#C[C@@]12CCCC(=[N+]([O-])N1)O2",
  "total_energy_ha": -622.53598,
  "symbols": ["O", "N", "C", "C", "C", "C", "C", "C", "N", "O", "N", "O", "H", "H", "H", "H", "H", "H", "H"],
  "coordinates": [[-4.47301, 0.81669, -0.16390], [-3.36383, 0.49316, -0.02589], [-2.31345, 0.12490, 0.29503], [-0.95561, -0.16446, 0.10475], [-0.05661, 1.13721, 0.52214], [1.39667, 0.80955, 0.29902], [1.64929, 0.04462, -1.05687], [0.57250, -1.00251, -1.17016], [0.61683, -1.62112, 0.01973], [1.50142, -2.33963, 0.49165], [-0.48198, -1.27598, 0.83078], [-0.67830, -0.41759, -1.30053], [-0.22904, 1.89619, -0.15930], [-0.26495, 1.47640, 1.55025], [1.68982, 0.12486, 1.09047], [2.02632, 1.68104, 0.49484], [2.56499, -0.48215, -1.13703], [1.65794, 0.84175, -1.79672], [-0.85900, -2.14292, 1.11174]],
  "forces_ev_per_a": [[-2.4, 0.8, -0.7], [1.8, -0.8, 1.0], [-1.8, 0.2, -0.1], [0.7, 2.6, -0.6], [-0.1, -2.3, 0.3], [1.1, -1.4, 0.8], [0.4, 1.9, -0.2], [0.3, 0.8, 0.8], [0.2, -1.5, 0.1], [-0.1, 0.3, -0.2], [2.5, -0.7, -0.4], [-0.6, 0.0, 1.3], [-1.3, 1.6, -1.3], [0.0, -0.4, -0.4], [0.2, -0.1, 0.2], [0.0, 0.1, -0.6], [1.2, -0.1, 0.4], [-0.3, -0.6, -0.8], [-1.8, -0.6, 0.3]]
}

---

What is the multiplicity in the sixth record?
3